# 1
ORCA calculation (wB97M-V/def2-TZVPD) on a 2-piece molecular cluster, C4H9NO2S2 overall.

Values from the calculation:
DFT total energy: -31549.309 eV
Structure (SMILES): C=NCCC(=O)O.SS
Energy relative to the best compared isomer or geometry (same formula, charge and spin): 0.0 kcal/mol
Lowest unoccupied orbital energy: 0.0179 Ha
Gap between HOMO and LUMO: 9.97 eV
HOMO: -9.482 eV

```
! wB97M-V def2-TZVPD RIJCOSX def2/J DEFGRID3
* xyz 0 1
C -1.03925 -1.91061 0.00243
N -0.25243 -1.85093 0.96956
C -0.19244 -0.65020 1.75175
C 1.22155 -0.08137 1.66779
C 1.55225 0.46727 0.30372
O 0.78701 0.67801 -0.60215
O 2.86041 0.73136 0.20594
H -1.05774 -2.81319 -0.59266
H -1.71154 -1.10180 -0.29843
H -0.40232 -0.92805 2.78785
H -0.92435 0.10448 1.42012
H 1.35068 0.73007 2.38643
H 1.95200 -0.85844 1.89858
H 3.07107 1.10308 -0.66516
S -2.82212 1.87191 -2.42925
S -1.48161 0.78262 -3.53371
H -2.35208 3.10078 -2.69793
H -0.55910 0.62500 -2.57488
*
```

# 2
ORCA calculation (wB97M-V/def2-TZVPD) on a 11-piece molecular cluster, C44H121N11O11 overall in a non-equilibrium geometry.

Values from the calculation:
DFT total energy: -86484.378 eV
Energy relative to the best compared isomer or geometry (same formula, charge and spin): 79.9 kcal/mol
Lowest unoccupied orbital energy (spin up / spin down): -0.0765 / -0.2743 Ha
Gap between HOMO and LUMO (spin up / spin down): 8.32 / 2.94 eV
HOMO (spin up / spin down): -10.404 / -10.404 eV

```
! wB97M-V def2-TZVPD RIJCOSX def2/J DEFGRID3
* xyz 1 2
C 0.04135 -4.71841 -0.70766
C 0.47991 -4.19068 -2.10579
C -0.64811 -3.62815 -3.00473
O -1.54683 -4.76910 -3.31159
C -2.75410 -4.26832 -3.86644
N 1.49701 -3.23347 -1.92963
H 0.96057 -5.05359 -0.22726
H -0.54363 -5.63812 -0.70296
H -0.46827 -3.93796 -0.14261
H 0.99466 -4.97399 -2.66218
H -0.38369 -3.08568 -3.91243
H -1.22105 -2.95509 -2.36690
H -3.14202 -3.38635 -3.35678
H -3.48726 -5.05060 -3.66994
H -2.64184 -4.03059 -4.92426
H 1.04320 -2.34287 -1.78476
H 2.16573 -3.55184 -1.24293
C 5.17405 2.11097 -5.55608
C 4.94140 1.88139 -4.05877
C 5.64871 2.89089 -3.17382
O 5.97878 2.27901 -1.88508
C 6.44814 3.19670 -0.98033
N 3.46826 1.83772 -3.89302
H 6.09893 1.72321 -5.98308
H 5.12205 3.19141 -5.69035
H 4.37809 1.73307 -6.19775
H 5.32762 0.88667 -3.83635
H 5.04298 3.77725 -2.98523
H 6.63421 3.09789 -3.59102
H 5.60789 3.31926 -0.29692
H 6.75858 4.19452 -1.29029
H 7.32157 2.85083 -0.42751
H 3.04962 1.22083 -3.21164
H 3.15525 2.66845 -3.41134
C 6.02204 6.74444 -1.14134
C 4.67705 7.02788 -0.38971
C 3.80256 5.71145 -0.15954
O 3.55816 5.12001 -1.49781
C 2.38272 4.50286 -1.63792
N 5.02147 7.62037 0.86588
H 6.68468 7.59793 -1.28473
H 5.86465 6.33678 -2.13991
H 6.58080 6.06337 -0.49943
H 4.05444 7.73576 -0.93684
H 2.90470 5.87510 0.43643
H 4.38171 5.02921 0.46274
H 2.26914 3.89808 -2.53763
H 1.51693 5.16176 -1.57191
H 2.29877 3.76660 -0.83857
H 5.22531 8.58463 0.64504
H 4.07894 7.79550 1.18376
C -4.43693 4.54368 -0.96347
C -5.13981 3.20401 -1.05736
C -6.63207 3.36114 -1.22847
O -7.23145 2.07369 -1.03955
C -8.61224 1.98242 -1.33992
N -4.49475 2.51198 -2.16407
H -4.76101 5.09567 -0.08122
H -4.73752 5.19368 -1.78520
H -3.34896 4.60974 -0.97090
H -4.99398 2.57659 -0.17806
H -6.90337 3.64145 -2.24627
H -7.06688 4.10158 -0.55706
H -8.73379 1.81398 -2.40995
H -9.15696 2.88504 -1.06309
H -9.10182 1.22834 -0.72367
H -4.65584 2.91326 -3.07683
H -4.83804 1.56234 -2.14263
C -6.56801 0.87280 5.96176
C -5.08864 1.34468 5.71465
C -4.51598 1.13978 4.25739
O -3.14013 1.48444 3.97914
C -2.15516 0.93356 4.82925
N -5.02547 2.78183 5.97181
H -7.33572 1.54224 5.57374
H -6.81719 0.93002 7.02135
H -6.81801 -0.16071 5.72208
H -4.48811 0.72618 6.38167
H -5.14674 1.56697 3.47780
H -4.58766 0.05608 4.16490
H -1.11794 1.07064 4.52352
H -2.44611 -0.10957 4.95310
H -2.36835 1.36420 5.80761
H -5.58439 3.14740 5.21413
H -4.12080 3.18197 5.76792
C 3.64202 -6.36301 1.39900
C 4.13959 -5.42455 2.45325
C 2.99235 -4.39962 2.62326
O 2.74563 -3.62987 1.46676
C 1.98213 -2.43462 1.67070
N 4.32322 -6.11097 3.69962
H 2.75769 -6.92169 1.70553
H 4.43332 -7.02932 1.05555
H 3.32844 -5.79723 0.52170
H 5.04948 -4.88390 2.19265
H 3.27671 -3.83001 3.50802
H 2.08885 -4.89330 2.98116
H 0.95970 -2.81238 1.66630
H 2.25215 -1.81594 0.81487
H 2.18913 -1.91371 2.60553
H 5.00140 -5.62515 4.26895
H 4.76211 -7.00673 3.54123
C -6.25553 -1.32489 -0.22412
C -5.61832 -1.60770 -1.55514
C -6.49864 -2.41835 -2.44589
O -5.67300 -2.75409 -3.63405
C -6.42262 -2.90193 -4.78718
N -5.38802 -0.32490 -2.17889
H -5.83703 -0.45453 0.28128
H -6.13834 -2.32651 0.18956
H -7.33877 -1.20399 -0.21576
H -4.70652 -2.17796 -1.37762
H -7.44561 -1.99903 -2.78578
H -6.84703 -3.30481 -1.91588
H -5.80009 -3.06365 -5.66719
H -6.82353 -1.91834 -5.03195
H -7.31206 -3.53201 -4.78520
H -5.21189 -0.45486 -3.16489
H -6.18860 0.23875 -1.93095
C 4.15990 4.96003 4.06854
C 4.70006 3.60476 4.48261
C 4.56551 2.45895 3.45813
O 3.19176 2.12628 3.61454
C 2.73282 1.52074 2.41970
N 6.07295 3.75475 4.84695
H 4.83414 5.52192 3.42218
H 4.13459 5.64232 4.91820
H 3.27559 4.84441 3.44186
H 4.19993 3.32513 5.40985
H 5.20986 1.65024 3.80295
H 4.81962 2.71963 2.43072
H 2.67151 2.15710 1.53688
H 1.67239 1.38653 2.63321
H 3.17601 0.59178 2.06096
H 6.63317 4.19538 4.13135
H 6.08368 4.54870 5.47114
C -1.03957 -7.21735 4.44094
C -0.30138 -6.06091 4.96929
C -0.74222 -4.75649 4.36070
O 0.09234 -3.57364 4.61994
C -0.41388 -2.31563 4.37849
N -0.61911 -6.03269 6.41385
H -0.73595 -7.50392 3.43407
H -2.05890 -6.84379 4.34345
H -0.88565 -8.05408 5.12234
H 0.77435 -6.19685 4.85779
H -1.77228 -4.48699 4.59409
H -0.70262 -4.84367 3.27492
H -1.36715 -2.33844 4.90656
H -0.66146 -2.26728 3.31807
H 0.12669 -1.43764 4.73207
H -0.27621 -5.15173 6.76945
H -1.61593 -5.88331 6.47800
C -1.26573 -0.33064 0.91272
C -1.55699 0.60995 -0.21205
C -0.99884 0.05569 -1.62250
O 0.41176 -0.28891 -1.64233
C 1.25770 0.80353 -1.26795
N -3.01367 0.78744 -0.15642
H -0.21353 -0.60980 0.96762
H -1.89940 -1.17673 0.64681
H -1.58767 0.07255 1.87288
H -1.09610 1.58146 -0.03361
H -1.27147 0.82702 -2.34278
H -1.50176 -0.87060 -1.90026
H 0.79899 1.37939 -0.46418
H 1.37634 1.42436 -2.15598
H 2.22021 0.37631 -0.98658
H -3.20283 1.55459 -0.78554
H -3.42429 0.01956 -0.66812
C 0.04799 -0.27356 -5.23296
C 1.47496 -0.21093 -5.61951
C 2.20644 -1.43280 -4.93909
O 3.52381 -1.52137 -5.36561
C 4.48624 -1.92370 -4.40986
N 1.26750 -0.45972 -7.08574
H -0.67205 -0.98846 -5.63118
H -0.46087 0.65828 -5.47961
H -0.14402 -0.30288 -4.16041
H 2.10448 0.66494 -5.46250
H 1.69539 -2.39336 -5.00435
H 2.19654 -1.21128 -3.87188
H 4.46598 -1.32840 -3.49700
H 5.45468 -1.94456 -4.90964
H 4.28023 -2.90892 -3.99153
H 0.85489 -1.37781 -7.00234
H 2.17627 -0.67215 -7.47190
*
```

# 3
ORCA calculation (wB97M-V/def2-TZVPD) on C6H4N3O2S as an isolated structure in a non-equilibrium geometry.

Values from the calculation:
DFT total energy: -25683.788 eV
Energy relative to the best compared isomer or geometry (same formula, charge and spin): 0.0 kcal/mol
Lowest unoccupied orbital energy (spin up / spin down): 0.1056 / 0.1056 Ha
Gap between HOMO and LUMO (spin up / spin down): 6.53 / 6.53 eV
HOMO (spin up / spin down): -3.660 / -3.660 eV

```
! wB97M-V def2-TZVPD RIJCOSX def2/J DEFGRID3
* xyz -1 1
C 0.74974 1.43037 1.22492
C 1.59146 0.79172 0.39969
C 0.22064 -0.31715 -0.49006
C -2.21024 -1.32994 -0.81521
C -2.06150 -0.25828 0.05712
C -1.11508 -1.77905 -1.51583
N -0.59813 1.00226 1.23745
N 0.14909 -1.19011 -1.42695
N -0.77902 0.11834 0.34170
O 3.54803 2.38524 0.10918
O 3.76086 0.34645 1.47554
S 3.41278 0.93072 0.15884
H 0.75862 2.19950 1.97763
H -3.16858 -1.83606 -1.14461
H -2.92793 0.13198 0.52020
H -1.33075 -2.62599 -2.10962
*
```

# 4
ORCA calculation (wB97M-V/def2-TZVPD) on the molecule C3H5B in a non-equilibrium geometry.

Values from the calculation:
DFT total energy: -3863.330 eV
Structure (SMILES): C1B2CC12
Energy relative to the best compared isomer or geometry (same formula, charge and spin): 60.2 kcal/mol
Lowest unoccupied orbital energy: -0.0216 Ha
Gap between HOMO and LUMO: 7.66 eV
HOMO: -8.247 eV

```
! wB97M-V def2-TZVPD RIJCOSX def2/J DEFGRID3
* xyz 0 1
C -1.18444 0.14585 -0.19048
B 0.02142 1.09733 0.12804
C 1.21379 0.18089 -0.15186
C -0.03890 -0.33414 0.53305
H -2.19197 0.21616 0.44188
H -1.56923 -0.07351 -1.15374
H 1.35658 -0.03676 -1.31104
H 2.18771 0.01967 0.48096
H 0.20504 -1.21549 1.22318
*
```

# 5
ORCA calculation (wB97M-V/def2-TZVPD) on the molecule C11H12N2O2 in a non-equilibrium geometry.

Values from the calculation:
DFT total energy: -18676.141 eV
Structure (SMILES): CN1C(=O)c2ccccc2[C@@]1(C)C(N)=O
Energy relative to the best compared isomer or geometry (same formula, charge and spin): 42.9 kcal/mol
Lowest unoccupied orbital energy: 0.0091 Ha
Gap between HOMO and LUMO: 9.50 eV
HOMO: -9.250 eV

```
! wB97M-V def2-TZVPD RIJCOSX def2/J DEFGRID3
* xyz 0 1
C 0.12290 1.80866 -2.27049
N 0.17098 0.85362 -1.23699
C 0.42006 -0.45507 -1.58940
O 0.59293 -0.81984 -2.74874
C 0.11619 -1.32278 -0.44306
C -0.11948 -2.68778 -0.37054
C -0.41460 -3.33444 0.81069
C -0.58893 -2.53716 1.91655
C -0.68774 -1.19118 1.81647
C -0.26027 -0.59980 0.67300
C -0.17405 1.08838 0.19065
C -1.46893 1.77305 0.58433
C 1.02542 1.60314 0.86288
N 2.14238 1.34389 0.11018
O 1.04977 2.18812 1.95124
H 0.27560 1.28483 -3.29347
H -0.83815 2.17584 -2.19041
H 0.74937 2.61811 -2.13966
H 0.17956 -3.38862 -1.13859
H -0.52040 -4.43359 0.90594
H -0.97445 -3.06403 2.84014
H -0.88119 -0.62086 2.65836
H -2.33197 1.23271 0.07933
H -1.30122 2.88123 0.38158
H -1.47600 1.57860 1.59738
H 2.15022 0.47297 -0.41957
H 3.04201 1.55200 0.46220
*
```

# 6
ORCA calculation (wB97M-V/def2-TZVPD) on a 9-piece molecular cluster, C20H61N3O9 overall in a non-equilibrium geometry.

Values from the calculation:
DFT total energy: -44620.821 eV
Structure (SMILES): COC[C@H](C)N.COC[C@H](C)N.COC[C@H](C)N.CCO.CCO.CO.CO.CO.CO
Energy relative to the best compared isomer or geometry (same formula, charge and spin): 94.0 kcal/mol
Lowest unoccupied orbital energy: 0.0221 Ha
Gap between HOMO and LUMO: 9.59 eV
HOMO: -8.984 eV

```
! wB97M-V def2-TZVPD RIJCOSX def2/J DEFGRID3
* xyz 0 1
C 0.38179 6.49045 -0.24984
O 0.03713 5.18209 0.05033
C 1.07563 4.32659 0.48750
C 0.69763 2.83454 0.48585
C -0.57474 2.49932 1.34306
N 1.78853 2.11557 1.11685
H -0.30254 6.97495 -0.94629
H 1.38571 6.55345 -0.66969
H 0.64935 7.06996 0.63373
H 1.96197 4.47640 -0.12898
H 1.46389 4.59464 1.47010
H 0.52403 2.54002 -0.54914
H -0.32774 2.64078 2.39523
H -0.98241 1.49085 1.27309
H -1.40474 3.16998 1.12078
H 2.18953 2.49845 1.96107
H 1.40839 1.25144 1.47586
C 8.23914 -0.90009 1.69562
O 6.79363 -0.67561 1.86175
C 6.12774 -0.81531 0.57823
C 4.63751 -0.65755 0.87911
C 3.79990 -0.62994 -0.33458
N 4.31847 0.54316 1.65711
H 8.44011 -1.79355 1.10449
H 8.83944 -1.04836 2.59326
H 8.61549 -0.02727 1.16210
H 6.43250 -0.07690 -0.16337
H 6.18074 -1.79353 0.10034
H 4.21236 -1.51723 1.39707
H 4.08348 0.23064 -0.94047
H 2.73677 -0.41403 -0.22852
H 3.95675 -1.50216 -0.96918
H 4.22792 1.38894 1.11254
H 5.16577 0.76059 2.16200
C -7.84925 -0.92198 -1.31916
O -6.43434 -0.86586 -1.62930
C -5.71863 -2.13187 -1.39664
C -4.22475 -1.98547 -1.66242
C -3.33400 -3.27616 -1.78199
N -3.54272 -1.23179 -0.61779
H -8.42993 -1.50165 -2.03672
H -8.32179 0.05327 -1.43616
H -8.04340 -1.30047 -0.31559
H -5.92139 -2.41257 -0.36310
H -5.97402 -2.94146 -2.08034
H -4.18756 -1.62966 -2.69204
H -3.45394 -3.88755 -0.88761
H -2.30923 -3.02676 -2.05721
H -3.73727 -3.81056 -2.64216
H -4.26073 -0.52267 -0.57652
H -2.69569 -0.82123 -0.98397
C -1.64305 0.45732 4.68458
C -2.31154 0.07354 3.44194
O -3.47727 -0.73190 3.63805
H -2.10015 1.28526 5.22651
H -0.63667 0.78429 4.42307
H -1.39913 -0.46840 5.20577
H -1.55691 -0.39963 2.81366
H -2.63972 0.95156 2.88563
H -3.50108 -1.41222 2.96115
C -0.86652 -0.36662 -2.49356
C -0.14641 -0.53412 -1.17552
O -0.76723 -1.57581 -0.47945
H -0.98797 -1.18375 -3.20465
H -0.33478 0.35440 -3.11443
H -1.86946 0.03257 -2.34237
H -0.13249 0.40977 -0.63057
H 0.87700 -0.85177 -1.37512
H -0.68951 -1.54173 0.47679
C -0.38159 3.81867 -2.86577
O -0.00801 4.21211 -4.13402
H -1.30325 4.20176 -2.42773
H -0.65178 2.76383 -2.91494
H 0.48679 3.88158 -2.20999
H -0.76331 4.68703 -4.48838
C 1.24602 -1.83232 2.02148
O 1.55726 -0.51954 2.26246
H 1.40523 -2.20488 1.00957
H 1.88887 -2.47696 2.62088
H 0.17515 -2.01892 2.10219
H 2.40465 -0.18751 1.95700
C 2.55300 -2.17832 -4.11289
O 3.05687 -0.93789 -4.52765
H 2.79022 -3.06703 -4.69770
H 2.87946 -2.26110 -3.07623
H 1.47060 -2.06103 -4.06043
H 2.84713 -0.88273 -5.46284
C -2.53563 -4.25753 2.13328
O -3.10435 -2.92081 1.89006
H -2.64252 -4.47617 3.19576
H -2.98209 -5.03459 1.51283
H -1.46423 -4.29235 1.93582
H -3.08249 -2.80460 0.93737
*
```